No. 1
This record from OMol25 describes an isolated molecule of C2H5NO in a non-equilibrium geometry. The level of theory is ωB97M-V/def2-TZVPD.

Positions of all 9 atoms, in Å:
C 1.588 0.176 -0.712
C 0.531 0.045 0.103
O -0.763 -0.018 -0.434
N -1.770 -0.130 0.639
H 2.473 0.004 -0.252
H 1.679 0.148 -1.821
H 0.530 -0.243 1.099
H -1.852 0.825 0.853
H -2.572 -0.664 0.217

Atoms 1-3, force components in eV/Å:
C -2.32 -0.34 -0.96
C -1.12 -0.44 -3.76
O 0.13 -0.12 0.72

Results
Total charge = 0
Kohn-Sham gap = 0.36685 hartree
LUMO level = 1.147 eV
HOMO level = -0.3247 Eh

Atomic partial charges in e from the natural (NBO) method, atoms 1 to 5: -0.499 0.131 -0.412 -0.545 0.195

No. 2
This record from OMol25 describes a cluster of 2 separate species, C4H10N2O2 in total in a non-equilibrium geometry. The level of theory is ωB97M-V/def2-TZVPD.

Positions of all 18 atoms, in Å:
C -1.093 -0.842 0.614
C -0.887 0.581 -0.967
O -0.635 -2.201 0.622
O -1.812 1.385 -0.844
H -1.367 -2.785 0.842
H -1.191 -0.440 1.628
H -2.131 -0.833 0.276
H -0.874 -0.252 -1.698
N 1.672 -1.098 -0.094
N 0.688 2.325 -0.006
C 0.881 -0.094 0.326
C 0.580 1.013 -0.610
H 1.670 -1.326 -1.078
H 1.996 -1.753 0.609
H 0.379 2.286 0.962
H 0.024 2.948 -0.457
H 0.909 0.106 1.391
H 1.193 0.980 -1.517

Atoms 1-3, force components in eV/Å:
C 0.53 -0.88 1.07
C 0.65 1.96 -0.94
O -0.04 0.03 0.15

Results
Total charge = 0
Kohn-Sham gap = 0.32513 hartree
LUMO level = 0.658 eV
HOMO level = -0.3009 Eh

Atomic partial charges in e from the natural (NBO) method, atoms 1 to 5: -0.249 0.380 -0.766 -0.640 0.472

No. 3
This record from OMol25 describes a structure of composition C42H56CaCl3GeN11O2P. The level of theory is ωB97M-V/def2-TZVPD.

Positions of all 117 atoms, in Å:
Ca -2.109 0.338 -0.221
C -1.665 -3.726 -2.513
C -2.167 -2.540 -1.737
N -1.576 -1.368 -1.789
N -0.542 -1.156 -2.538
C -0.048 0.166 -2.313
O -1.266 1.039 -2.570
C 1.042 0.435 -3.360
C 1.557 -0.653 -4.070
C 2.496 -0.478 -5.076
C 2.943 0.796 -5.400
C 2.464 1.880 -4.679
C 1.538 1.701 -3.659
C -3.336 -2.628 -0.894
C -3.994 -3.856 -0.693
C -5.116 -3.913 0.104
C -5.587 -2.753 0.716
C -4.884 -1.587 0.493
N -3.793 -1.510 -0.274
H -0.852 -3.390 -3.153
H -2.447 -4.160 -3.142
H -1.286 -4.510 -1.850
H 1.179 -1.637 -3.842
H 2.868 -1.338 -5.617
H 3.659 0.943 -6.198
H 2.812 2.880 -4.907
H 1.215 2.570 -3.105
H -3.623 -4.750 -1.172
H -5.632 -4.855 0.248
H -6.476 -2.752 1.331
H -5.210 -0.655 0.941
O -3.140 2.462 0.104
N -3.322 1.988 1.297
Cl -6.212 1.546 -0.513
Ge -4.520 2.298 -1.736
Cl -4.538 2.928 2.177
Cl -4.980 4.445 -1.779
N -1.508 -1.446 1.523
C -1.741 -2.025 2.495
N -2.005 -2.689 3.608
C -1.495 -2.085 4.855
C -2.437 -0.999 5.359
C -3.853 -1.552 5.515
C -4.344 -2.175 4.209
C -3.375 -3.239 3.710
H -0.497 -1.696 4.660
H -1.407 -2.892 5.585
H -2.434 -0.166 4.648
H -2.067 -0.613 6.311
H -4.533 -0.762 5.833
H -3.855 -2.314 6.303
H -4.440 -1.401 3.440
H -5.332 -2.620 4.339
H -3.669 -3.612 2.729
H -3.325 -4.081 4.402
N -1.363 7.705 -3.581
C -1.348 6.572 -3.387
C -1.313 5.150 -3.158
C -0.867 4.642 -1.941
C -0.824 3.277 -1.724
C -1.216 2.399 -2.730
C -1.681 2.906 -3.939
C -1.731 4.267 -4.154
H -0.568 5.325 -1.156
H -0.473 2.888 -0.780
H -1.998 2.206 -4.701
H -2.094 4.662 -5.094
N 0.279 0.463 -0.928
P 1.649 0.282 -0.189
N 3.037 0.993 -0.740
C 3.980 0.378 -1.682
C 5.396 0.821 -1.330
C 5.542 2.356 -1.430
C 4.177 3.036 -1.547
C 3.179 2.454 -0.557
N 2.089 -1.301 0.004
C 3.324 -1.721 0.674
C 3.764 -3.075 0.132
C 2.744 -4.159 0.521
C 1.348 -3.546 0.695
C 1.133 -2.398 -0.277
N 1.446 1.121 1.248
C 0.094 1.386 1.773
C 0.111 1.625 3.276
C 1.164 2.673 3.611
C 2.565 2.192 3.190
C 2.493 0.977 2.264
H 3.752 0.662 -2.711
H 3.884 -0.702 -1.628
H 6.105 0.316 -1.988
H 5.619 0.493 -0.310
H 6.153 2.626 -2.292
H 6.062 2.733 -0.547
H 3.791 2.910 -2.557
H 4.266 4.109 -1.369
H 2.208 2.940 -0.672
H 3.527 2.663 0.461
H 3.177 -1.812 1.756
H 4.098 -0.969 0.523
H 4.760 -3.318 0.505
H 3.836 -3.009 -0.957
H 3.051 -4.656 1.444
H 2.715 -4.926 -0.255
H 1.212 -3.179 1.717
H 0.575 -4.299 0.529
H 0.119 -2.026 -0.197
H 1.257 -2.756 -1.304
H -0.536 0.524 1.573
H -0.325 2.273 1.287
H 0.303 0.690 3.811
H -0.880 1.971 3.575
H 1.140 2.924 4.672
H 0.909 3.585 3.066
H 3.156 1.911 4.063
H 3.101 3.002 2.692
H 2.340 0.071 2.864
H 3.447 0.860 1.753

Atoms 1-3, force components in eV/Å:
Ca 0.05 -0.25 -0.14
C -0.07 0.19 0.07
C 0.16 -0.06 -0.18

Results
Total charge = 0
Multiplicity = 2
Kohn-Sham gap (alpha / beta) = 0.25150 / 0.24432 hartree
LUMO level (alpha / beta) = 0.162 / -0.034 eV
HOMO level (alpha / beta) = -0.2456 / -0.2456 Eh
<S²> = 0.756

Atomic partial charges in e from the Mulliken method, atoms 1 to 5: 2.075 -2.173 -0.251 0.910 -1.169

No. 4
This record from OMol25 describes a cluster of 3 separate species, C4H10N2O2 in total in a non-equilibrium geometry. The level of theory is ωB97M-V/def2-TZVPD.

Positions of all 18 atoms, in Å:
C -2.873 1.664 1.395
C -1.738 0.930 0.771
C -0.644 0.313 1.297
N 0.169 0.011 0.244
C -0.485 0.376 -0.899
N -1.671 0.871 -0.613
H -3.132 2.563 0.865
H -3.749 1.002 1.260
H -2.730 1.987 2.426
H -0.464 0.187 2.351
H 1.069 -0.431 0.304
H -0.220 -0.101 -1.827
O 0.872 -3.784 -1.509
H 0.643 -4.069 -2.395
H 0.550 -4.537 -0.990
O 4.534 0.817 -0.161
H 4.754 1.466 -0.828
H 4.738 -0.094 -0.447

Atoms 1-3, force components in eV/Å:
C -0.76 -0.96 0.04
C 0.17 0.38 -1.00
C -0.52 0.96 0.58

Results
Total charge = 0
Kohn-Sham gap = 0.32583 hartree
LUMO level = 0.567 eV
HOMO level = -0.3050 Eh

Atomic partial charges in e from the natural (NBO) method, atoms 1 to 5: -0.639 0.087 -0.119 -0.515 0.153

No. 5
This record from OMol25 describes a cluster of 9 separate species, H19IO8PS in total in a non-equilibrium geometry. The level of theory is ωB97M-V/def2-TZVPD.

Positions of all 30 atoms, in Å:
S 1.612 0.909 0.755
P -0.120 2.075 0.536
I -1.996 0.546 0.472
H 2.693 1.627 0.310
H -0.161 2.872 -0.629
H -0.207 2.928 1.661
O -4.938 -1.713 -0.594
H -4.663 -1.965 -1.485
H -4.339 -1.003 -0.365
O -2.367 -2.399 -1.831
H -1.496 -2.605 -2.189
H -2.252 -2.485 -0.882
O 1.817 4.606 2.439
H 1.808 3.696 2.142
H 2.753 4.824 2.483
O -4.777 -4.931 -0.677
H -4.731 -3.973 -0.627
H -5.691 -5.115 -0.905
O 4.467 1.409 1.701
H 5.409 1.400 1.508
H 4.360 0.755 2.405
O 2.286 0.465 -2.837
H 3.134 0.279 -3.251
H 2.460 0.418 -1.895
O -2.217 -0.779 -4.262
H -1.276 -0.796 -4.457
H -2.346 -1.464 -3.592
O 3.543 0.045 4.308
H 2.879 0.078 5.000
H 4.357 0.296 4.756

Atoms 1-3, force components in eV/Å:
S -0.27 -0.18 -0.02
P 0.26 -0.50 -0.12
I 0.96 0.81 0.14

Results
Total charge = +1
Kohn-Sham gap = 0.26614 hartree
LUMO level = -5.802 eV
HOMO level = -0.4794 Eh

Atomic partial charges in e from the natural (NBO) method, atoms 1 to 5: -0.185 0.550 0.182 0.249 0.099

- The highest total charge belongs to which entry?
  H19IO8PS